Computed, not measured: 2 unconnected molecules or ions with the total composition C16H33F5N8O2P at a distorted geometry, with ωB97M-V/def2-TZVPD.

XYZ file:
```
65
Properties=species:S:1:pos:R:3:forces:R:3
N -0.48228 -0.09547 -0.19605 1.38 -0.33 -6.34
C -0.14427 -0.12050 -1.36398 0.72 1.06 3.11
O 0.54159 0.04879 -2.58734 -1.86 0.14 3.45
C 0.50791 1.42926 -3.04907 0.13 1.61 -2.13
C -0.77617 1.61262 -3.99806 -0.12 -0.59 -0.13
C -2.18227 1.73893 -3.22814 -0.12 -0.69 0.52
C -3.28869 2.62066 -3.98371 0.42 -0.41 -0.04
C -3.03120 4.19557 -3.95233 -1.61 0.01 -1.75
F -1.71270 4.60348 -4.33207 -2.23 -1.08 0.83
F -3.92124 4.76819 -4.94541 2.17 -1.03 2.27
C -3.39302 4.92692 -2.56693 0.19 2.76 1.85
F -2.46468 6.02987 -2.43748 -2.19 -2.64 -0.09
F -3.21483 4.13314 -1.40652 -0.47 1.60 -3.00
F -4.68094 5.50712 -2.51938 3.39 -2.03 -0.27
C 1.80272 1.60113 -4.02213 -0.76 -1.49 -0.73
N 2.79499 2.60435 -3.49571 -1.97 3.68 -0.36
C 2.00908 3.87364 -3.39516 -1.28 -1.48 2.48
N 2.23802 4.96392 -4.18097 -0.94 -0.65 -0.12
N 3.37295 5.78857 -3.93631 0.87 -0.26 -0.74
N 0.97250 3.90873 -2.38001 2.16 -2.68 -4.70
C 0.67390 2.52997 -1.89483 0.44 -0.96 2.05
H -0.84261 0.64709 -4.64038 0.35 1.65 0.97
H -0.54352 2.45815 -4.73143 -0.64 -0.95 1.18
H -2.61408 0.66325 -3.16420 0.64 1.87 -0.05
H -2.02944 2.05216 -2.12324 -0.37 -0.29 -1.92
H -3.32380 2.25194 -5.07604 0.08 0.99 1.57
H -4.33960 2.39340 -3.54894 1.81 0.70 -0.58
H 1.50546 1.95959 -5.08013 0.09 -0.73 1.72
H 2.30637 0.57612 -4.17654 -0.61 1.68 0.57
H 3.46268 2.79228 -4.26673 -0.27 -0.29 0.82
H 1.57356 5.22196 -4.92258 0.26 -0.14 0.95
H 3.24390 6.60177 -4.56279 0.44 -0.62 0.56
H 4.20047 5.23763 -4.23642 -0.40 0.97 -0.07
H 0.12818 4.42421 -2.68140 0.69 0.37 0.41
H -0.19815 2.60159 -1.16076 1.12 -0.23 -1.23
H 1.59148 2.20426 -1.26153 -1.52 0.49 -1.05
O 1.21305 -5.83348 3.49392 -3.45 -2.23 2.04
P 0.37423 -4.71109 4.13029 6.31 5.10 -3.50
N 0.17475 -3.91591 2.60566 -0.77 0.15 -1.11
C 0.08959 -2.49346 2.32420 -0.25 0.29 0.28
C -0.62285 -4.65890 1.62847 0.22 -0.56 -0.02
N 1.74347 -4.02560 4.93927 0.60 -0.16 0.87
C 2.26326 -2.69180 4.69546 -0.57 0.38 0.48
C 2.87508 -4.91661 5.21794 -0.28 -0.31 -0.07
N -0.63094 -3.47306 4.91343 -1.49 -2.90 1.58
C -0.56913 -3.52201 6.39740 0.35 0.33 0.61
C -2.07153 -3.63585 4.60506 -0.40 0.25 -0.58
H -0.86742 -2.04787 2.62010 -0.09 0.17 -0.02
H 0.20647 -2.30529 1.25047 -0.11 -0.37 0.07
H 0.88531 -1.91151 2.77734 -0.05 -0.16 0.28
H -1.69261 -4.63022 1.86791 -0.15 0.06 -0.20
H -0.32704 -5.71024 1.58598 0.06 0.12 0.20
H -0.49403 -4.26977 0.61404 0.08 0.17 0.17
H 2.75519 -2.62110 3.72139 0.05 0.07 -0.14
H 2.99725 -2.41163 5.45933 0.02 -0.27 -0.03
H 1.48512 -1.93048 4.77878 -0.07 -0.11 -0.22
H 3.48859 -5.07548 4.32390 0.03 -0.13 0.04
H 2.52665 -5.88233 5.58801 0.08 0.07 -0.24
H 3.51576 -4.50381 6.00384 -0.18 0.25 -0.07
H -0.84808 -4.51233 6.77247 -0.10 0.15 0.12
H -1.24117 -2.77886 6.83784 -0.17 -0.13 -0.31
H 0.41911 -3.27963 6.78717 -0.01 -0.18 -0.36
H -2.41633 -4.64831 4.83749 -0.17 0.15 0.11
H -2.29594 -3.43569 3.55777 0.27 -0.10 -0.07
H -2.67815 -2.92197 5.16976 0.26 -0.11 0.10
```
Forces are in eV/Å.

Calculated values
Charge: +1
HOMO in eV: -9.389
F_max in eV/A: 8.8
Frontier orbital gap in Eh: 0.1504
LUMO energy in Eh: -0.1947
Energy in Eh: -2058.13209

Computed, not measured: 3 unconnected molecules or ions with the total composition C4H11N3O at a distorted geometry, with ωB97M-V/def2-TZVPD.

XYZ file:
```
19
Properties=species:S:1:pos:R:3:forces:R:3
C 0.08926 -0.27898 0.21403 1.20 1.01 1.00
C 0.23473 0.37900 -1.01456 -1.03 -0.01 -1.23
C -1.08334 0.03711 1.09626 0.02 0.14 0.12
C 0.81767 -1.56735 0.46134 0.00 -0.04 -0.11
N -0.44246 1.49006 -1.39569 0.21 -0.58 0.08
N 1.65450 1.21446 0.65540 -1.23 -1.02 -0.74
N -1.17312 -1.34177 -1.67765 0.60 0.17 0.05
O -2.27186 -0.93810 -1.73246 -0.12 0.27 0.00
H 1.06668 0.10469 -1.64866 -0.02 0.06 0.11
H 0.02627 2.13114 -2.01417 -0.24 -0.11 0.01
H -1.25301 1.82096 -0.89777 0.25 -0.04 0.05
H 1.13744 1.72656 1.37243 0.62 -0.39 0.31
H 2.38112 0.58720 1.00156 -0.33 0.37 0.63
H -2.01970 -0.32538 0.65470 0.16 -0.02 -0.07
H -0.97444 -0.43305 2.07385 0.06 0.01 -0.07
H -1.19403 1.11199 1.26014 0.02 -0.06 -0.07
H 1.67073 -1.68347 -0.20821 -0.06 0.04 0.00
H 1.18014 -1.60947 1.49070 -0.09 0.07 -0.06
H 0.15343 -2.42560 0.30875 -0.02 0.13 -0.03
```
Forces are in eV/Å.

Calculated values
HOMO (spin up / spin down) in eV: -6.000 / -6.150
F_max in eV/A: 1.9
Frontier orbital gap (spin up / spin down) in Eh: 0.2191 / 0.2310
LUMO energy (spin up / spin down) in Eh: -0.0014 / 0.0050
Energy in Eh: -398.30069
Energy above the lowest of the compared OMol25 structures with the same formula, charge and spin in kcal per mole: 159.1

Computed, not measured: a molecular structure, C33H51IrN2O3S2Si3 at a distorted geometry, with ωB97M-V/def2-TZVPD.

XYZ file:
```
95
Properties=species:S:1:pos:R:3:forces:R:3
Ir 0.27733 0.74355 -0.28002 -0.85 0.34 0.48
O 0.33735 -0.09761 1.61250 0.16 -0.10 -0.05
S -0.28750 -0.86337 2.77520 -0.12 0.02 0.00
C -1.91844 -0.14243 3.11671 0.01 0.01 -0.03
C -3.11903 -0.62660 2.30668 -0.01 0.01 0.00
C -4.16307 0.46165 2.05578 -0.01 -0.01 0.00
C -3.67740 1.62430 1.20224 0.02 0.02 0.00
S -3.06268 1.26343 -0.46168 -0.03 -0.01 -0.02
O -1.92935 0.23505 -0.34710 -0.02 -0.04 0.01
C -4.43648 0.34590 -1.11115 0.01 -0.01 -0.01
C -5.51515 1.07068 -1.60142 0.01 0.01 0.00
C -6.61443 0.38329 -2.09192 0.00 -0.01 0.00
C -6.61639 -1.00553 -2.10262 -0.01 0.01 0.00
C -5.52218 -1.71509 -1.62586 0.01 0.00 0.01
C -4.41830 -1.04073 -1.12365 -0.02 0.00 -0.01
C -0.68644 -2.51736 2.28566 0.04 0.01 0.02
C -1.22738 -2.84971 1.04836 0.02 -0.02 -0.06
C -1.46375 -4.18157 0.76054 0.01 0.00 0.00
C -1.17358 -5.16488 1.70221 -0.01 0.00 0.00
C -0.63322 -4.82330 2.93165 0.00 0.00 0.00
C -0.37292 -3.49122 3.22516 0.02 -0.01 -0.01
H -1.71779 0.92764 3.01426 -0.01 0.00 -0.01
H -2.05471 -0.32760 4.18455 0.01 0.01 0.00
H -3.58973 -1.45569 2.83511 0.00 0.00 0.00
H -2.79338 -1.01276 1.34832 -0.04 0.02 0.04
H -4.51712 0.88560 2.99929 0.00 -0.01 0.01
H -5.03355 0.00481 1.58158 0.00 0.01 -0.01
H -2.87092 2.19441 1.66795 0.00 0.00 0.00
H -4.48479 2.33684 1.01061 0.00 0.00 0.00
H -5.49988 2.15445 -1.60879 0.00 0.00 0.00
H -7.46374 0.93176 -2.47505 0.00 0.00 0.00
H -7.47401 -1.53753 -2.49129 0.00 0.00 0.00
H -5.53065 -2.79661 -1.64168 0.00 0.00 0.00
H -3.55559 -1.57761 -0.75123 0.00 0.00 -0.01
H -1.43709 -2.07857 0.31798 0.04 -0.01 -0.01
H -1.87636 -4.46103 -0.20043 0.00 0.00 0.00
H -1.36547 -6.20386 1.46994 0.00 0.00 0.00
H -0.39789 -5.58955 3.65713 0.00 0.00 0.00
H 0.08096 -3.21587 4.16960 -0.01 0.00 0.00
C -0.52503 2.14777 -3.02160 0.01 0.06 0.02
O 0.46143 1.74729 -2.06697 -0.01 -0.06 0.01
Si 2.11301 2.29797 -1.89997 0.00 0.00 0.08
C 3.08173 1.51651 -3.26986 -0.02 -0.07 0.02
C 2.03730 4.12454 -2.22948 0.03 0.00 -0.04
C 2.18989 1.59954 -0.16816 0.28 -0.02 -0.09
Si 1.73135 2.90800 1.12596 0.29 -0.01 -0.17
C 2.57539 4.56406 0.90315 -0.07 0.05 0.08
C -0.15379 3.13605 0.88795 0.09 -0.05 -0.24
C 1.98447 2.41649 2.90746 -0.04 0.01 0.03
Si 3.81927 0.72949 0.27914 -0.01 -0.01 -0.03
C 3.78077 -0.07692 1.98140 0.02 -0.04 -0.01
C 5.15104 2.04700 0.32467 0.01 0.00 0.00
C 4.35393 -0.54563 -0.99513 -0.05 0.00 -0.02
H -0.38985 3.20131 -3.26290 -0.01 0.00 0.00
H -1.51529 2.01180 -2.59296 0.00 -0.02 -0.01
H -0.42283 1.55689 -3.93240 0.00 0.01 -0.01
H 2.73960 1.92373 -4.22489 0.00 -0.01 0.00
H 2.98138 0.43218 -3.29721 0.02 -0.03 0.01
H 4.14454 1.75256 -3.18696 0.01 0.01 0.00
H 1.82865 4.28237 -3.29105 0.01 0.01 0.00
H 2.99768 4.60299 -2.02818 0.00 0.00 0.02
H 1.27621 4.64729 -1.65098 0.00 0.00 0.00
H 1.99851 5.27224 0.31046 0.01 0.00 0.01
H 3.56151 4.46814 0.44794 -0.01 -0.01 0.00
H 2.71774 5.00734 1.89155 0.01 0.02 0.00
H -0.46274 3.53234 -0.08182 0.02 0.03 0.03
H -0.45329 3.86913 1.64331 -0.03 -0.09 0.08
H -0.75052 2.24027 1.12088 -0.13 -0.01 0.02
H 3.04088 2.47252 3.17734 -0.03 0.00 -0.01
H 1.62299 1.42241 3.16231 0.00 0.04 0.00
H 1.46249 3.14833 3.53122 0.00 0.00 0.01
H 4.24226 0.57877 2.72193 0.00 -0.03 -0.02
H 4.37065 -0.99620 1.95750 0.00 -0.01 0.01
H 2.78337 -0.31782 2.34668 -0.01 -0.03 -0.03
H 5.01385 2.75892 1.14157 0.00 -0.01 -0.01
H 5.22184 2.61274 -0.60859 0.00 0.00 -0.01
H 6.11891 1.56308 0.47997 0.01 0.02 0.00
H 3.53532 -1.11068 -1.44215 0.03 0.02 0.00
H 5.02005 -1.26589 -0.51439 0.00 0.00 0.01
H 4.92060 -0.08031 -1.80149 0.01 0.03 -0.02
N -0.00802 -2.43255 -2.84759 -0.01 -0.03 -0.04
C -0.23703 -1.19576 -2.39136 -0.03 0.07 0.02
N 0.40881 -0.96849 -1.26407 0.41 -0.12 -0.15
C 1.11083 -2.14199 -0.95696 -0.11 0.01 -0.01
C 1.90726 -2.48257 0.13180 0.00 -0.04 -0.01
C 2.42002 -3.75950 0.16174 0.01 0.00 -0.01
C 2.15561 -4.68706 -0.86187 0.01 -0.01 0.01
C 1.36547 -4.36184 -1.94178 -0.01 0.01 -0.01
C 0.84531 -3.07041 -1.96036 0.01 -0.02 0.02
H -0.38274 -2.81217 -3.70198 0.00 0.00 0.01
H -0.88739 -0.49245 -2.88287 0.03 -0.01 0.01
H 2.11001 -1.77145 0.91360 0.04 0.08 0.09
H 3.04672 -4.05945 0.99104 0.00 0.00 0.00
H 2.58508 -5.67746 -0.79950 0.00 0.00 0.00
H 1.15949 -5.07282 -2.73023 0.00 0.00 0.00
```
Forces are in eV/Å.

Calculated values
Charge: +2
HOMO in eV: -13.698
F_max in eV/A: 1.0
Frontier orbital gap in Eh: 0.3179
LUMO energy in Eh: -0.1855
Energy in Eh: -3392.10487
Energy above the lowest of the compared OMol25 structures with the same formula, charge and spin in kcal per mole: 0.0

Computed, not measured: a single C3H5NOS molecule at a distorted geometry, with ωB97M-V/def2-TZVPD.

XYZ file:
```
11
Properties=species:S:1:pos:R:3:forces:R:3
O -0.46797 1.97389 -0.03282 0.97 -0.35 -0.59
C -0.46005 0.79846 0.68056 -0.54 -0.28 2.62
N 0.95438 0.42867 0.71931 -0.77 -0.05 0.12
C 1.17413 -0.58054 0.00680 -4.10 0.22 0.68
C 0.02145 -1.27760 -0.71890 0.47 -0.31 -0.07
S -1.51893 -0.55212 -0.01372 1.49 -0.46 -0.55
H -1.21106 2.47868 0.21103 -1.46 1.01 0.35
H -0.89661 0.86436 1.75246 0.96 0.52 -1.55
H 2.10584 -0.86784 -0.20938 3.71 -1.25 -0.57
H 0.25422 -0.83932 -1.70877 -0.73 -0.94 -0.24
H 0.04459 -2.42664 -0.68656 0.00 1.90 -0.20
```
Forces are in eV/Å.

Calculated values
HOMO in eV: -9.073
F_max in eV/A: 4.2
Frontier orbital gap in Eh: 0.3582
LUMO energy in Eh: 0.0247
Energy in Eh: -645.45054
Energy above the lowest of the compared OMol25 structures with the same formula, charge and spin in kcal per mole: 38.4